(1)
Below is a molecular structure, C43H50FN4Ti at a distorted geometry, with properties calculated with ωB97M-V/def2-TZVPD.

Properties
- E_tot: -2836.8430 a.u.
- Gap between HOMO and LUMO (alpha / beta): 4.477 / 5.393 eV
- LUMO level (alpha / beta): -1.042 / -1.374 eV
- ⟨S²⟩: 0.843

Structure (ORCA input):
```
! RIJCOSX wB97M-V def2-TZVPD def2/J DEFGRID3
* xyz 0 2
Ti -0.110 -0.294 -0.021
C -3.578 -0.451 5.146
C -3.257 0.802 4.327
C -2.009 0.638 3.538
C -0.843 1.322 3.668
C -0.636 2.379 4.742
C -0.737 3.818 4.050
C 0.053 0.834 2.715
N -0.581 -0.084 1.935
C -1.889 -0.284 2.466
C -2.813 -1.183 1.918
C -2.457 -2.124 0.910
C -3.035 -3.398 0.704
C -3.779 -4.158 1.711
C -2.873 -4.334 2.984
C -2.533 -3.844 -0.499
C -1.621 -2.932 -1.011
C -0.962 -2.998 -2.229
C -0.049 -2.011 -2.615
N 0.666 -1.161 -1.686
C 1.669 -0.579 -2.486
C 2.562 0.408 -2.053
C 2.635 0.808 -0.721
N 1.650 0.533 0.251
C 2.136 0.982 1.548
C 1.393 1.196 2.681
C 3.406 1.544 1.292
C 3.719 1.489 -0.075
C 4.829 2.109 -0.808
C 6.004 2.670 -0.104
C 4.227 2.103 2.422
C 3.901 3.551 2.966
C 1.600 -0.994 -3.837
C 0.503 -1.899 -3.886
C 0.055 -2.728 -5.005
C -1.423 -2.611 -5.354
C 2.495 -0.560 -4.944
C 3.906 -1.286 -5.055
N -1.460 -1.915 -0.029
C -3.087 -5.039 -1.246
C -3.517 -4.589 -2.654
H -4.280 -0.205 5.973
H -3.909 -1.288 4.566
H -2.706 -0.970 5.509
H -4.083 0.997 3.687
H -3.220 1.699 4.976
H -1.424 2.347 5.520
H 0.357 2.271 5.285
H -1.802 3.897 3.730
H -0.513 4.606 4.745
H -0.151 3.833 3.152
H -3.912 -1.076 2.169
H -4.694 -3.636 2.045
H -4.085 -5.222 1.389
H -2.681 -3.400 3.533
H -3.192 -5.126 3.676
H -1.856 -4.718 2.543
H -1.037 -3.923 -2.851
H 3.249 0.795 -2.800
H 1.804 1.824 3.491
H 5.098 1.273 -1.488
H 4.372 2.804 -1.533
H 6.642 1.829 0.230
H 6.579 3.252 -0.848
H 5.777 3.347 0.747
H 3.971 1.525 3.356
H 5.311 1.888 2.233
H 2.878 3.602 3.389
H 4.349 3.706 3.922
H 3.948 4.347 2.243
H 0.712 -2.587 -5.891
H 0.433 -3.755 -4.667
H -1.918 -1.588 -5.321
H -1.587 -3.068 -6.389
H -2.093 -3.101 -4.625
H 1.939 -0.633 -5.903
H 2.687 0.531 -4.779
H 4.194 -1.354 -3.943
H 3.869 -2.282 -5.443
H 4.687 -0.656 -5.533
H -2.278 -5.775 -1.375
H -3.847 -5.584 -0.681
H -2.776 -4.575 -3.406
H -4.323 -5.256 -3.020
H -3.847 -3.517 -2.646
F 0.046 6.438 -0.810
C -0.338 5.156 -0.973
C 0.122 4.436 -2.007
C -0.126 3.042 -2.042
C -0.971 2.367 -1.119
C -1.359 0.989 -1.168
C -1.348 3.233 0.008
C -1.109 4.609 0.031
H 0.638 4.947 -2.799
H 0.431 2.410 -2.707
H -1.267 0.652 -2.172
H -2.302 0.827 -0.574
H -2.002 2.823 0.779
H -1.216 5.258 0.928
*
```

(2)
Below is a molecular structure, C43H50N10V, with properties calculated with ωB97M-V/def2-TZVPD.

Properties
- E_tot: -3159.8914 a.u.
- Gap between HOMO and LUMO (alpha / beta): 5.281 / 5.298 eV
- LUMO level (alpha / beta): -3.858 / -3.858 eV
- ⟨S²⟩: 2.019

Structure (ORCA input):
```
! RIJCOSX wB97M-V def2-TZVPD def2/J DEFGRID3
* xyz 1 3
V -0.307 -0.462 -0.022
C -1.606 4.412 -3.916
C -1.898 2.956 -3.556
C -1.883 2.757 -2.058
C -3.141 2.274 -0.333
C -4.445 1.861 0.298
C -5.591 1.716 -0.698
C -1.847 2.305 0.549
C -1.931 1.889 1.950
C -1.226 0.945 2.586
C -1.344 0.680 4.016
C -2.159 1.486 4.973
C -3.630 1.054 4.973
C -0.632 -0.442 4.269
C -0.082 -0.883 2.996
C 0.583 -2.121 2.854
C 1.070 -2.616 1.684
N 0.982 -1.979 0.474
C 1.763 -2.700 -0.392
C 2.135 -2.266 -1.622
C 1.905 -0.950 -2.101
N 1.098 -0.040 -1.549
C 1.229 1.121 -2.354
C 0.607 2.299 -2.255
C -0.450 2.759 -1.330
N -0.037 3.623 -0.418
C 2.209 0.851 -3.411
C 2.601 -0.431 -3.271
C 3.622 -1.190 -4.059
C 4.996 -1.186 -3.381
C 2.693 1.863 -4.397
C 3.723 2.817 -3.781
C 2.248 -3.925 0.263
C 1.843 -3.862 1.544
C 2.155 -4.790 2.672
C 3.288 -4.266 3.563
C 3.123 -4.941 -0.395
C 4.604 -4.544 -0.368
N -0.370 -0.021 2.007
C -0.408 -1.129 5.579
C 1.002 -0.891 6.128
H -1.614 4.558 -4.996
H -0.634 4.728 -3.532
H -2.353 5.074 -3.476
H -1.179 2.288 -4.040
H -2.884 2.669 -3.936
H -4.708 2.603 1.059
H -4.290 0.916 0.832
H -5.865 2.680 -1.128
H -6.476 1.313 -0.207
H -5.322 1.047 -1.518
H -2.594 2.491 2.564
H -2.082 2.547 4.727
H -1.747 1.375 5.977
H -4.072 1.169 3.981
H -4.209 1.653 5.674
H -3.722 0.006 5.261
H 0.730 -2.705 3.750
H 2.780 -2.900 -2.213
H 0.908 3.053 -2.973
H 3.706 -0.750 -5.054
H 3.288 -2.219 -4.214
H 5.377 -0.168 -3.298
H 5.715 -1.775 -3.950
H 4.937 -1.598 -2.372
H 1.849 2.433 -4.791
H 3.140 1.347 -5.248
H 3.304 3.362 -2.935
H 4.062 3.540 -4.522
H 4.592 2.265 -3.422
H 2.437 -5.763 2.267
H 1.257 -4.953 3.273
H 4.209 -4.159 2.989
H 3.480 -4.952 4.387
H 3.046 -3.288 3.982
H 2.799 -5.088 -1.428
H 2.997 -5.901 0.107
H 4.764 -3.582 -0.856
H 5.212 -5.291 -0.877
H 4.959 -4.459 0.659
H -0.591 -2.201 5.472
H -1.142 -0.769 6.301
H 1.766 -1.234 5.428
H 1.146 -1.415 7.072
H 1.170 0.173 6.299
N -2.894 -1.387 -3.358
C -1.884 -1.802 -2.597
N -1.585 -0.840 -1.746
C -2.466 0.169 -2.043
N -3.274 -0.134 -3.029
C -2.288 1.442 -1.339
C -3.052 3.465 -1.299
N -2.946 4.775 -0.709
C -2.060 4.858 0.188
C -1.097 3.748 0.539
N -1.137 1.410 -0.400
H -3.353 -1.870 -4.113
H -1.407 -2.765 -2.678
H -3.903 3.442 -1.984
H -1.930 5.812 0.697
H -0.673 3.958 1.526
N -2.936 -2.173 1.208
C -2.044 -1.577 0.783
H -3.714 -2.685 1.571
*
```